1.
Here is a 2-piece molecular cluster, C5H13NO overall at a distorted geometry from the OMol25 dataset. Energies are from ωB97M-V/def2-TZVPD.

Relative energy (zero: lowest compared OMol25 entry of this formula, charge and spin) in kcal per mole: 61.58
Total energy in eV: -8930.0898
E_HOMO (alpha / beta) in eV: 1.322 / -4.753
Charge: -1
Multiplicity: 2
Expectation value of S²: 0.750

Cartesian coordinates (Å):
O  1.32  -2.64  4.66
N  -0.78  -0.30  -2.01
C  -1.90  -1.00  -1.43
C  0.04  0.60  0.16
C  -0.02  0.58  -1.21
C  0.66  1.59  1.11
C  0.86  1.53  -2.05
H  0.69  1.15  2.07
H  0.60  -2.79  5.31
H  1.58  1.96  0.65
H  -0.24  -0.63  -2.82
H  -2.73  -1.24  -2.19
H  0.44  2.61  -2.24
H  -2.48  -0.66  -0.48
H  -1.80  -2.12  -1.19
H  1.86  1.67  -1.58
H  -0.55  -0.23  0.66
H  -0.09  2.44  1.30
H  1.13  0.96  -2.91
H  1.42  -3.49  4.18

The net atomic charges from Mulliken, expressed in e, are: -2.12, 0.09, -1.69, -0.45, 0.86, -0.88, -1.53, 0.41, 0.76, 0.41, 0.32, 0.49, 0.18, 0.27, 0.33, 0.31, -0.11, 0.16, 0.40, 0.79

2.
Here is a 3-piece molecular cluster, C13H10Cl4F2 overall from the OMol25 dataset. Energies are from ωB97M-V/def2-TZVPD.

Total energy in eV: -69167.3524
E_HOMO in eV: -9.347
SMILES: ClC(Cl)(Cl)Cl.Fc1ccccc1.Fc1ccccc1

Cartesian coordinates (Å):
Cl  -0.83  0.61  3.95
Cl  -2.33  2.23  2.12
Cl  -0.08  0.72  1.17
Cl  0.33  3.00  2.87
F  4.00  -4.51  0.31
F  -1.80  2.85  -5.39
C  -2.71  2.80  -3.22
C  -2.53  2.97  -1.86
C  1.42  -4.56  2.85
C  2.88  -4.19  1.00
C  -0.41  3.42  -3.57
C  2.57  -4.91  2.14
C  -0.23  3.59  -2.20
C  0.61  -3.54  2.39
C  -1.64  3.03  -4.06
C  2.08  -3.16  0.54
C  -0.73  1.65  2.52
C  0.94  -2.84  1.24
C  -1.30  3.37  -1.35
H  0.42  3.57  -4.25
H  0.31  -2.01  0.95
H  2.39  -2.63  -0.35
H  3.21  -5.71  2.46
H  0.74  3.90  -1.85
H  -3.34  2.79  -1.17
H  -0.29  -3.28  2.94
H  -1.16  3.47  -0.28
H  -3.67  2.49  -3.61
H  1.14  -5.12  3.73

The net atomic charges from Mulliken, expressed in e, are: -0.12, -0.10, -0.07, -0.10, -0.31, -0.32, -0.40, -0.32, -0.26, 0.40, -0.37, -0.47, -0.50, -0.67, 0.32, -0.45, 0.39, -0.10, -0.29, 0.40, 0.29, 0.41, 0.40, 0.37, 0.30, 0.39, 0.40, 0.41, 0.37

3.
Here is C45H67BrGeN3OSSr as an isolated structure at a distorted geometry from the OMol25 dataset. Energies are from ωB97M-V/def2-TZVPD.

Relative energy (zero: lowest compared OMol25 entry of this formula, charge and spin) in kcal per mole: 2.57
Total energy in eV: -192500.1032
E_HOMO in eV: -9.680
Charge: +1

Cartesian coordinates (Å):
Sr  0.12  0.28  1.03
Br  3.34  -1.20  1.18
Ge  0.82  -3.31  0.17
S  -0.43  -0.15  3.62
O  0.92  -1.46  -0.51
N  1.40  1.46  2.65
N  -2.33  0.50  0.55
N  -0.60  2.49  0.10
C  -3.18  -0.52  0.64
C  3.25  -1.04  -0.73
C  0.00  -6.63  -0.94
C  4.33  -0.68  -2.82
C  -2.82  1.74  0.59
C  -1.21  5.17  0.66
C  1.44  -6.62  -1.44
C  -4.19  1.97  0.73
C  2.29  -4.27  -0.79
C  0.90  0.90  3.77
C  -4.55  -0.37  0.76
C  -2.30  6.67  2.33
C  -0.01  -4.78  2.46
C  0.07  4.78  0.25
C  -7.40  -0.08  1.09
C  0.70  -0.73  -4.95
C  5.38  -0.37  -5.11
C  6.30  0.79  -3.13
C  1.88  -0.92  -2.70
C  -0.35  -2.05  -3.15
C  5.62  -0.49  -3.61
C  -7.05  1.99  -0.24
C  0.79  -3.52  2.17
C  -1.59  6.61  0.97
C  -5.09  0.91  0.82
C  -0.44  -4.97  3.91
C  -0.18  0.44  -2.95
C  -1.84  2.84  0.47
C  -6.79  2.01  2.27
C  -2.55  7.08  -0.13
C  -0.37  7.53  1.04
C  6.53  -1.70  -3.36
C  0.74  -5.25  4.84
C  0.31  3.45  -0.03
C  -6.57  1.20  0.98
C  1.98  -1.15  -1.31
C  0.54  -0.83  -3.42
C  2.54  1.99  5.12
C  3.05  2.58  3.97
C  -2.17  4.16  0.74
C  3.07  -0.69  -3.40
C  1.46  1.15  5.03
C  4.40  -0.82  -1.44
C  2.44  2.28  2.77
C  2.38  -5.78  -0.57
H  3.01  -0.52  -4.46
H  4.90  -1.25  -5.52
H  -0.71  -2.06  -2.13
H  -1.22  -2.01  -3.81
H  6.34  -0.25  -5.61
H  6.62  0.71  -2.09
H  0.87  5.50  0.15
H  -0.51  0.34  -1.91
H  0.46  1.31  -3.03
H  -4.56  2.98  0.77
H  1.47  -6.24  -2.46
H  6.78  -1.81  -2.31
H  0.57  -5.66  2.16
H  -3.43  6.45  -0.18
H  -7.11  -0.67  1.96
H  -3.17  4.41  1.04
H  -1.70  6.19  3.10
H  3.40  -6.09  -0.78
H  3.90  3.25  4.00
H  2.26  -4.05  -1.86
H  1.03  0.68  5.90
H  7.45  -1.60  -3.92
H  5.34  -0.75  -0.92
H  2.99  2.18  6.08
H  -6.55  2.95  -0.31
H  -7.85  2.21  2.40
H  -2.05  7.06  -1.10
H  -1.06  0.61  -3.57
H  -7.30  -0.70  0.19
H  -0.04  -6.97  0.09
H  0.19  -2.97  -3.35
H  6.04  -2.62  -3.68
H  1.20  0.19  -5.25
H  -6.43  1.46  3.13
H  -5.17  -1.25  0.80
H  0.34  7.18  1.78
H  4.78  0.51  -5.35
H  1.39  -4.38  4.92
H  -0.28  -0.73  -5.40
H  -0.59  -7.31  -1.55
H  5.62  1.64  -3.21
H  0.12  7.61  0.07
H  -1.13  -5.81  3.95
H  1.28  3.13  -0.37
H  0.38  -5.50  5.83
H  1.80  -3.59  2.55
H  1.25  -1.59  -5.34
H  -2.74  -1.51  0.61
H  -6.26  2.96  2.23
H  -8.12  2.18  -0.15
H  -0.92  -4.78  1.84
H  0.30  -2.66  2.64
H  -8.45  0.18  1.19
H  1.81  -7.65  -1.46
H  2.19  -6.01  0.48
H  3.21  -3.82  -0.40
H  -6.87  1.43  -1.15
H  -0.64  -3.50  -0.31
H  -3.27  6.17  2.30
H  -0.44  -5.65  -1.01
H  1.32  -6.09  4.47
H  -2.87  8.10  0.07
H  -0.70  8.53  1.31
H  -2.47  7.70  2.61
H  7.18  0.99  -3.73
H  -0.98  -4.08  4.25
H  2.81  2.70  1.84

Atomic partial charges in e from the Mulliken method, atoms 1 to 99: 1.36, -0.08, 0.67, -0.58, -0.28, -0.11, 0.52, 0.26, -1.05, 0.52, -0.81, -0.75, -0.61, 0.14, -0.56, -0.40, -0.45, 0.67, -0.63, -1.64, -0.48, -0.68, -2.17, -2.47, -2.16, -1.62, -0.88, -1.51, 2.07, -1.60, -0.32, 1.87, 0.09, -0.70, -1.81, -0.26, -1.55, -1.56, -2.10, -1.65, -1.23, -0.85, 1.91, 0.23, 2.36, -0.18, -0.97, -0.36, 0.12, -0.89, -0.85, -0.53, -0.81, 0.74, 0.42, -0.10, 0.58, 0.45, 0.35, 0.48, 0.39, 0.29, 0.48, 0.29, 0.34, 0.06, 0.36, 0.43, 0.49, 0.36, 0.40, 0.45, 0.38, 0.49, 0.45, 0.56, 0.41, 0.33, 0.45, 0.38, 0.54, 0.41, 0.23, 0.35, 0.36, 0.45, 0.39, 0.55, 0.45, 0.43, 0.28, 0.51, 0.44, 0.34, 0.40, 0.38, 0.68, 0.40, 0.65

4.
Here is a 2-piece molecular cluster, C2H3BrFI overall at a distorted geometry from the OMol25 dataset. Energies are from ωB97M-V/def2-TZVPD.

Relative energy (zero: lowest compared OMol25 entry of this formula, charge and spin) in kcal per mole: 93.27
Total energy in eV: -82978.8015
E_HOMO (alpha / beta) in eV: -9.672 / -9.207

Cartesian coordinates (Å):
I  -2.60  -0.38  -0.02
Br  2.31  -0.69  0.00
F  0.13  -2.46  0.06
C  0.34  -1.18  -0.21
C  -0.63  -0.31  0.58
H  0.44  1.45  0.54
H  -0.54  -0.20  1.56
H  0.16  -1.10  -1.26

The net atomic charges from Mulliken, expressed in e, are: 0.09, -0.18, -0.20, 0.13, -0.96, 0.15, 0.61, 0.36

5.
Here is a 2-piece molecular cluster, C5H13NO overall at a distorted geometry from the OMol25 dataset. Energies are from ωB97M-V/def2-TZVPD.

Relative energy (zero: lowest compared OMol25 entry of this formula, charge and spin) in kcal per mole: 23.07
Total energy in eV: -8931.7597
E_HOMO (alpha / beta) in eV: 1.066 / -4.547
Charge: -1
Multiplicity: 2
Expectation value of S²: 0.750

Cartesian coordinates (Å):
O  -2.93  1.55  1.20
N  1.54  1.34  0.27
C  0.10  -0.64  0.02
C  -0.37  -0.60  1.44
C  0.97  0.27  -0.46
C  -0.50  -1.71  -0.87
C  1.61  0.13  -1.83
H  1.09  -0.64  -2.38
H  -0.06  -1.48  2.03
H  -3.32  2.33  0.78
H  -2.47  2.03  1.94
H  -1.16  -2.29  -0.21
H  0.23  -2.40  -1.29
H  2.67  -0.08  -1.68
H  -0.06  0.27  2.01
H  1.59  1.11  -2.32
H  -1.14  -1.27  -1.63
H  1.11  1.53  1.14
H  -1.45  -0.69  1.54
H  2.55  1.25  0.32

The net atomic charges from Mulliken, expressed in e, are: -1.55, -0.39, 2.70, -2.73, -1.26, -2.06, -1.03, 0.40, 0.29, 0.59, 0.56, 0.42, 0.37, 0.28, 0.68, 0.31, 0.41, 0.37, 0.40, 0.26

6.
Here is an isolated ion of composition C4H7N2 and charge +1 at a distorted geometry from the OMol25 dataset. Energies are from ωB97M-V/def2-TZVPD.

Relative energy (zero: lowest compared OMol25 entry of this formula, charge and spin) in kcal per mole: 115.95
Total energy in eV: -7230.7100
E_HOMO in eV: -12.170
Charge: +1

Cartesian coordinates (Å):
N  1.29  -0.04  0.17
N  -1.94  0.05  -0.12
C  -0.91  0.64  -0.54
C  0.24  0.96  0.43
C  -2.71  -0.74  0.27
C  1.04  -1.23  -0.29
H  -0.62  0.62  -1.52
H  2.17  0.37  0.23
H  0.00  -1.59  -0.29
H  -3.73  -0.72  0.56
H  0.06  1.12  1.57
H  0.57  1.94  0.04
H  1.91  -1.97  -0.52

The net atomic charges from Mulliken, expressed in e, are: 0.03, 0.10, -0.81, -0.35, -0.22, -0.09, 0.53, 0.27, 0.29, 0.33, 0.32, 0.32, 0.29